No. 1
A structure of composition C4H9N3. Source: the OMol25 dataset; level of theory: ωB97M-V with the def2-TZVPD basis set.

The gap between HOMO and LUMO comes out at 9.731 eV. The largest force on an atom is 0.182 hartree/bohr. As for the HOMO energy: -8.994 eV. The lowest unoccupied orbital energy comes out at 0.74 eV. For the total energy, the calculation gives -321.885154 hartree. For the relative energy (zero: lowest compared OMol25 entry of this formula, charge and spin), the calculation gives 5.584 eV. As for the spin multiplicity: 1. Its total charge is 0.

Last column: Löwdin charge in e.
Atoms and positions in Å:
N  0.14  1.38  -0.73  -0.056
N  -2.37  0.23  0.06  0.069
N  -1.04  -1.78  0.65  0.078
C  1.59  1.07  -1.03  -0.180
C  -1.27  -0.41  0.32  -0.458
C  0.06  0.39  0.33  -0.350
C  1.23  -0.21  -0.31  -0.214
H  -0.14  2.39  -0.29  0.172
H  2.35  1.54  -0.26  0.130
H  -1.87  -2.30  1.01  0.096
H  0.14  0.83  1.15  0.058
H  -0.35  -2.03  1.38  0.094
H  1.56  1.14  -2.23  0.152
H  -3.41  -0.48  0.34  0.157
H  2.27  -0.71  0.53  0.189
H  1.12  -1.07  -0.90  0.063



No. 2
A cluster of 8 separate species, C56H126ClN7 in total. Source: the OMol25 dataset; level of theory: ωB97M-V with the def2-TZVPD basis set.

The gap between HOMO and LUMO comes out at 9.377 eV. The largest force on an atom is 0.061 hartree/bohr. As for the HOMO energy: -20.765 eV. The lowest unoccupied orbital energy comes out at -11.39 eV. For the total energy, the calculation gives -3050.309607 hartree. For the relative energy (zero: lowest compared OMol25 entry of this formula, charge and spin), the calculation gives 0.131 eV. As for the spin multiplicity: 1. Its total charge is +6.

Last column: Löwdin charge in e.
Atoms and positions in Å:
Cl  0.06  0.19  0.61  -0.472
N  2.45  3.00  -6.22  -0.235
N  2.02  -2.43  -3.25  -0.211
N  1.82  -3.56  3.54  -0.198
N  -3.70  2.96  -1.48  -0.204
N  -2.58  0.57  4.68  -0.220
N  2.48  4.15  2.18  -0.202
N  -3.33  -3.73  -0.56  -0.218
C  0.12  3.93  2.77  -0.143
C  -3.88  2.31  5.83  -0.146
C  -3.92  4.29  0.60  -0.229
C  3.14  4.35  -6.52  -0.056
C  -3.81  -0.09  5.44  -0.047
C  3.15  -3.20  2.66  -0.024
C  2.93  -2.28  -1.95  -0.086
C  3.29  -1.68  2.86  -0.139
C  -4.18  1.00  6.52  -0.131
C  1.38  -4.08  -5.05  -0.226
C  2.98  4.66  -8.03  -0.101
C  2.20  -3.86  -3.80  -0.095
C  2.09  -5.10  -6.00  -0.059
C  -3.58  -2.24  -0.66  -0.093
C  2.70  -1.31  -4.17  -0.095
C  3.55  2.98  1.91  -0.091
C  -5.16  -1.91  -0.66  -0.130
C  -4.65  -4.27  -0.94  -0.091
C  2.01  3.61  -8.52  -0.160
C  1.98  3.57  -2.41  -0.093
C  -3.53  4.21  -2.44  -0.052
C  1.80  -4.92  4.09  -0.132
C  -2.31  -0.10  3.30  0.001
C  2.33  4.32  3.71  -0.075
C  2.01  -2.55  4.74  -0.095
C  -2.76  -5.66  0.98  -0.232
C  5.03  1.54  0.49  -0.065
C  2.46  -1.19  4.17  -0.119
C  1.69  3.06  -4.86  -0.097
C  4.17  -1.49  -3.99  -0.130
C  3.70  2.40  0.49  -0.205
C  -3.11  3.23  -0.08  -0.125
C  -3.11  2.02  4.53  -0.095
C  -1.11  -0.74  6.47  -0.215
C  -2.88  -4.13  0.89  -0.080
C  4.31  -1.81  -2.45  -0.115
C  0.49  -3.21  2.78  0.027
C  3.46  1.79  -6.32  0.056
C  0.94  3.77  4.08  -0.127
C  -5.54  -3.10  -1.43  -0.152
C  -1.28  0.59  5.59  -0.048
C  0.19  -0.74  7.25  -0.073
C  -2.28  -4.20  -1.60  0.026
C  2.73  3.13  -3.67  -0.185
C  -2.18  -6.24  2.24  -0.070
C  -2.70  3.83  -3.66  -0.130
C  -2.73  1.97  -2.13  -0.137
C  0.76  -7.19  3.66  -0.097
C  -3.30  5.17  1.71  -0.075
C  1.50  2.70  -7.41  -0.093
C  0.56  -2.12  -2.86  0.019
C  2.98  5.47  1.53  0.053
C  1.12  3.62  1.63  -0.104
C  -5.18  2.39  -1.47  0.097
C  -2.68  2.30  -3.61  -0.166
C  1.56  -6.07  3.07  -0.221
H  -1.56  0.54  2.85  0.019
H  -3.25  -0.17  2.75  0.087
H  2.60  -2.96  5.56  0.149
H  3.23  3.90  4.15  0.137
H  0.62  4.44  4.88  0.125
H  2.66  5.68  -8.25  0.134
H  3.13  -4.82  -6.11  0.084
H  -5.46  -1.75  0.38  0.120
H  1.13  4.04  -9.01  0.128
H  1.48  -5.37  -6.86  0.096
H  -0.45  -3.52  3.23  0.094
H  -2.88  0.89  -2.07  0.126
H  -5.44  -0.99  -1.16  0.104
H  -2.09  3.58  -0.24  0.123
H  2.51  -6.50  2.76  0.122
H  -4.08  5.79  2.14  0.097
H  0.35  0.12  7.90  0.097
H  2.51  5.05  -5.98  0.130
H  -1.29  -4.21  -1.16  0.086
H  -1.69  4.22  -3.54  0.111
H  -4.57  -0.12  4.66  0.123
H  -3.24  -1.72  0.23  0.104
H  -3.21  4.16  -4.57  0.136
H  3.14  -3.50  1.62  0.120
H  -0.44  0.69  4.91  0.097
H  0.69  -8.01  2.94  0.097
H  2.91  1.66  0.32  0.071
H  2.49  -1.54  -1.28  0.103
H  -3.73  0.78  7.49  0.125
H  -5.44  -2.90  -2.50  0.137
H  -3.69  -6.09  0.59  0.121
H  2.17  -0.37  -3.97  0.112
H  3.21  2.21  2.60  0.126
H  1.29  -3.19  -5.67  0.103
H  -6.56  -3.40  -1.19  0.142
H  -2.93  4.88  -1.83  0.124
H  5.38  1.38  -0.53  0.069
H  1.66  -4.35  -2.98  0.130
H  2.38  6.28  1.93  0.111
H  1.35  2.81  -1.94  0.065
H  3.10  -0.81  4.96  0.122
H  -2.28  -3.62  -2.53  0.103
H  0.42  -2.69  -1.93  0.079
H  0.93  2.75  4.48  0.097
H  -5.54  2.38  -2.50  0.116
H  2.31  5.37  4.02  0.137
H  2.98  0.90  -5.91  0.078
H  1.26  4.35  -2.64  0.076
H  4.76  0.56  0.88  0.055
H  4.44  -2.35  -4.59  0.119
H  -4.35  5.04  -0.07  0.123
H  3.00  5.45  0.44  0.094
H  1.02  2.19  -4.89  0.114
H  -0.54  3.08  2.60  0.083
H  2.72  3.89  -1.67  0.045
H  0.39  -4.47  -4.79  0.109
H  4.03  -3.64  3.12  0.141
H  5.05  -2.56  -2.19  0.125
H  3.20  2.15  -3.55  0.094
H  3.53  3.84  -3.89  0.113
H  5.90  1.90  1.03  0.090
H  -0.27  -6.89  3.83  0.056
H  -2.20  -7.33  2.23  0.114
H  2.93  -0.97  2.12  0.072
H  1.30  -7.68  4.47  0.104
H  4.00  5.58  1.90  0.113
H  4.36  -1.44  2.90  0.116
H  -0.36  4.90  2.78  0.116
H  0.50  -3.71  1.81  0.077
H  -1.08  -1.61  5.81  0.087
H  -2.05  -1.14  3.49  0.083
H  2.67  -4.94  4.75  0.143
H  -3.54  1.87  -4.13  0.125
H  1.08  -5.81  2.13  0.090
H  0.53  3.12  -7.14  0.125
H  1.01  -4.88  4.84  0.137
H  -2.52  5.80  1.26  0.080
H  1.19  2.55  1.43  0.027
H  3.27  -4.02  -3.86  0.140
H  -1.84  -3.83  0.95  0.106
H  3.85  3.20  -0.23  0.085
H  -1.72  2.29  -1.88  0.113
H  -0.08  -2.49  -3.66  0.091
H  0.79  4.03  0.68  0.122
H  0.50  -2.13  2.62  0.049
H  1.02  -2.41  5.18  0.095
H  -3.36  2.90  6.59  0.127
H  -3.11  2.24  0.38  0.127
H  1.42  1.65  -7.67  0.134
H  -1.25  -5.75  2.51  0.038
H  -4.86  2.76  5.73  0.131
H  4.54  3.35  2.18  0.130
H  0.26  -1.65  7.85  0.104
H  -2.84  4.75  2.60  0.048
H  -5.02  -4.59  0.04  0.141
H  2.48  -1.63  -5.19  0.116
H  4.64  -0.88  -1.99  0.102
H  2.17  -6.08  -5.53  0.085
H  -2.84  -5.91  3.03  0.094
H  0.41  -1.07  -2.62  0.082
H  -5.25  1.01  6.74  0.131
H  -3.50  -3.64  1.64  0.144
H  4.29  2.11  -5.69  0.095
H  3.00  -3.17  -1.33  0.124
H  4.10  4.27  -6.00  0.129
H  2.38  3.04  -9.38  0.128
H  -3.61  -1.13  5.70  0.124
H  -4.55  -5.03  -1.72  0.149
H  -1.26  1.54  6.12  0.132
H  -2.36  2.74  4.19  0.110
H  1.67  -0.49  3.90  0.084
H  -4.73  3.79  1.14  0.111
H  -1.73  1.93  -4.00  0.109
H  -2.08  -5.99  0.20  0.106
H  -5.11  1.37  -1.08  0.080
H  0.99  3.89  -4.92  0.121
H  -5.71  3.05  -0.79  0.102
H  3.86  1.67  -7.33  0.127
H  -1.95  -0.99  7.13  0.108
H  -4.49  4.67  -2.66  0.147
H  -3.87  1.98  3.75  0.122
H  3.87  4.52  -8.63  0.128
H  -3.17  -1.82  -1.58  0.117
H  4.84  -0.70  -4.34  0.128
H  -2.37  -5.24  -1.91  0.111
H  0.90  -0.62  6.43  0.044



No. 3
A structure of composition C42H31CdN9P. Source: the OMol25 dataset; level of theory: ωB97M-V with the def2-TZVPD basis set.

The gap between HOMO and LUMO comes out at 7.020 eV. The largest force on an atom is 0.015 hartree/bohr. As for the HOMO energy: -10.723 eV. The lowest unoccupied orbital energy comes out at -3.70 eV. For the total energy, the calculation gives -2620.740533 hartree. For the relative energy (zero: lowest compared OMol25 entry of this formula, charge and spin), the calculation gives 3.264 eV. As for the spin multiplicity: 1. Its total charge is +1.

Last column: Löwdin charge in e.
Atoms and positions in Å:
Cd  -0.16  0.03  0.25  1.450
P  1.15  -2.46  -2.13  1.028
N  -0.08  0.08  2.67  0.068
N  0.28  -2.24  -3.61  -0.103
N  3.29  -3.25  2.19  0.112
N  1.99  -0.96  1.34  0.064
N  -0.36  -0.28  -2.68  0.058
N  -0.68  2.60  1.74  0.096
N  -1.26  -1.38  9.45  0.074
N  -2.91  3.94  2.67  0.107
N  -2.81  6.18  -1.52  0.171
C  -1.38  -0.90  -4.79  -0.003
C  -0.95  0.21  7.69  -0.006
C  -2.15  4.46  1.72  -0.094
C  -1.36  1.29  -1.05  -0.311
C  -0.95  -2.13  7.20  -0.010
C  0.34  -1.25  4.60  0.062
C  -0.58  -0.50  5.33  -0.125
C  -2.39  -0.03  -4.61  -0.009
C  0.56  -0.93  3.27  -0.209
C  -0.43  -1.06  -3.71  -0.422
C  3.27  -6.33  -3.48  -0.074
C  -1.63  3.32  -3.02  0.025
C  -2.55  2.77  3.18  -0.067
C  -1.42  2.09  2.73  -0.221
C  -1.24  0.82  -2.52  -0.395
C  3.71  -2.57  1.13  -0.097
C  3.17  -3.95  -3.23  -0.120
C  1.62  -1.59  2.47  -0.224
C  -2.77  1.63  -0.71  -0.148
C  2.26  -2.76  2.86  -0.076
C  -0.16  -3.01  -0.95  -0.407
C  -1.30  1.98  -3.51  -0.115
C  1.93  -4.05  -2.59  -0.382
C  -2.69  5.06  -1.79  -0.201
C  -1.52  -2.71  -1.06  -0.113
C  2.04  -6.45  -2.84  -0.071
C  -2.39  -3.03  -0.03  -0.082
C  -1.93  -3.65  1.12  -0.080
C  -0.84  -0.81  6.76  -0.179
C  -1.20  0.57  4.71  0.064
C  1.37  -5.31  -2.40  -0.086
C  -2.51  3.67  -2.05  -0.233
C  -0.59  -3.96  1.24  -0.086
C  -0.91  0.85  3.38  -0.191
C  -2.40  0.92  -3.51  -0.126
C  3.03  -1.44  0.68  -0.129
C  0.29  -3.64  0.22  -0.147
C  -3.29  2.76  -1.19  -0.075
C  -1.15  -0.13  9.02  -0.121
C  3.83  -5.08  -3.68  -0.078
C  -1.17  -2.35  8.55  -0.124
C  -1.04  3.77  1.25  -0.111
H  4.78  -4.99  -4.19  0.108
H  0.41  -5.41  -1.92  0.104
H  0.44  -2.81  -4.42  0.111
H  -1.23  0.65  9.78  0.114
H  -2.62  -3.90  1.91  0.107
H  4.59  -2.95  0.63  0.119
H  -3.19  2.37  3.96  0.118
H  -0.62  1.94  -4.35  0.152
H  -1.27  -3.36  8.93  0.113
H  1.34  -3.93  0.29  0.096
H  -2.44  5.43  1.33  0.109
H  3.60  -2.96  -3.39  0.096
H  3.78  -7.22  -3.82  0.109
H  -0.79  2.22  -1.00  0.047
H  3.33  -0.91  -0.21  0.101
H  -3.45  -2.80  -0.14  0.109
H  -3.23  -0.02  -5.29  0.125
H  -4.29  3.08  -0.92  0.122
H  -1.89  1.19  5.26  0.121
H  -3.38  1.26  -3.19  0.139
H  -1.91  -2.26  -1.96  0.097
H  1.59  -7.42  -2.69  0.109
H  -0.84  1.24  7.40  0.117
H  -0.41  4.19  0.46  0.118
H  -0.22  -4.48  2.12  0.108
H  -3.38  0.95  -0.12  0.100
H  -0.90  -2.95  6.51  0.115
H  -1.37  -1.59  -5.63  0.113
H  0.90  -2.03  5.09  0.122
H  -1.12  4.13  -3.53  0.131
H  1.92  -3.34  3.71  0.121



No. 4
The molecule C4H5N3. Source: the OMol25 dataset; level of theory: ωB97M-V with the def2-TZVPD basis set.

The gap between HOMO and LUMO comes out at 9.640 eV. The largest force on an atom is 0.069 hartree/bohr. As for the HOMO energy: -9.714 eV. The lowest unoccupied orbital energy comes out at -0.07 eV. For the total energy, the calculation gives -319.573404 hartree. For the relative energy (zero: lowest compared OMol25 entry of this formula, charge and spin), the calculation gives 3.777 eV. As for the SMILES: C1=NN=C[C@H]2N[C@@H]12. As for the spin multiplicity: 1. Its total charge is 0.

Last column: Löwdin charge in e.
Atoms and positions in Å:
N  -1.14  0.38  1.00  0.099
N  1.32  0.79  -1.08  0.013
N  1.86  0.10  -0.03  -0.006
C  1.11  -0.75  0.62  -0.102
C  -0.99  0.09  -0.43  -0.246
C  0.03  0.83  -1.13  -0.136
C  -0.37  -0.82  0.61  -0.212
H  -1.84  -0.17  -0.98  0.121
H  -0.54  1.16  1.16  0.088
H  -0.86  -1.78  0.86  0.140
H  -0.32  1.38  -2.04  0.120
H  1.74  -1.22  1.43  0.121



No. 5
A structure of composition C6H9O4Tb. Source: the OMol25 dataset; level of theory: ωB97M-V with the def2-TZVPD basis set.

The gap between HOMO and LUMO (spin up / spin down) comes out at 7.205 / 7.257 eV. The largest force on an atom is 0.117 hartree/bohr. As for the HOMO energy (spin up / spin down): -17.728 / -17.726 eV. The lowest unoccupied orbital energy (spin up / spin down) comes out at -10.52 / -10.47 eV. For the total energy, the calculation gives -1358.627141 hartree. As for the spin multiplicity: 7. As for the expectation value of S²: 12.733. Its total charge is +2.

Last column: Löwdin charge in e.
Atoms and positions in Å:
Tb  0.90  1.66  0.01  2.244
O  4.33  -0.24  -0.38  0.236
O  2.07  -0.40  -0.21  -0.220
O  -2.88  -0.49  0.36  0.119
O  2.97  1.56  -0.26  -0.153
C  -1.87  2.50  0.09  -0.118
C  3.27  0.32  -0.27  -0.693
C  -2.74  1.77  0.88  -0.154
C  2.06  -1.83  -0.32  -0.181
C  -3.44  0.58  0.28  -0.187
C  0.62  -2.29  -0.28  -0.047
H  2.64  -2.24  0.52  0.156
H  2.54  -2.10  -1.26  0.156
H  0.59  -3.38  -0.40  0.114
H  0.04  -1.83  -1.09  0.086
H  -2.57  1.60  1.95  0.135
H  -2.35  2.95  -0.79  0.076
H  -2.37  3.06  1.15  0.187
H  0.16  -2.04  0.69  0.088
H  -3.97  0.82  -0.67  0.156



No. 6
The molecule C6H8O2. Source: the OMol25 dataset; level of theory: ωB97M-V with the def2-TZVPD basis set.

The gap between HOMO and LUMO comes out at 10.215 eV. The largest force on an atom is 0.067 hartree/bohr. As for the HOMO energy: -9.447 eV. The lowest unoccupied orbital energy comes out at 0.77 eV. For the total energy, the calculation gives -383.639213 hartree. For the relative energy (zero: lowest compared OMol25 entry of this formula, charge and spin), the calculation gives 7.372 eV. As for the spin multiplicity: 1. Its total charge is 0.

Last column: Löwdin charge in e.
Atoms and positions in Å:
O  -3.52  -0.13  -0.14  -0.003
O  -2.67  0.42  0.89  0.025
C  -0.20  1.95  -0.19  -0.065
C  -2.57  -0.72  -0.86  0.103
C  -1.61  -0.12  0.09  -0.405
C  -0.29  0.50  -0.47  -0.205
C  -0.29  -0.62  0.47  -0.272
C  0.18  -1.97  0.11  -0.037
H  0.01  -0.39  1.50  0.170
H  0.05  -2.30  -0.91  0.093
H  -1.08  2.42  -0.54  0.057
H  0.72  2.40  -0.77  0.118
H  1.17  -1.77  0.46  0.085
H  -0.15  0.24  -1.52  0.150
H  -0.27  -2.70  0.72  0.071
H  -0.19  2.32  0.90  0.113